Density functional theory data (ωB97M-V/def2-TZVPD) for a 2-piece molecular cluster, C11H14N2 overall.

Computed properties:
Orbital gap   0.324 hartree
Strongest force on any atom   0.115 hartree/bohr
Energy relative to the best compared isomer or geometry (same formula, charge and spin)   42.0 kcal per mole
SMILES   Cc1c[nH]cn1.Cc1ccccc1

Cartesian coordinates (Å):
C  3.494  -2.017  -0.009
C  2.994  -0.718  -0.481
C  3.179  0.568  0.271
N  2.509  1.471  -0.588
C  2.013  0.767  -1.665
N  2.246  -0.550  -1.540
H  3.576  -2.662  -0.918
H  2.880  -2.632  0.821
H  4.433  -1.936  0.463
H  3.735  0.723  1.242
H  2.304  2.373  -0.354
H  1.504  1.133  -2.630
C  -3.862  -1.191  1.141
C  -2.832  -0.211  0.639
C  -2.882  0.193  -0.691
C  -1.901  1.068  -1.212
C  -0.880  1.520  -0.392
C  -0.781  1.053  0.898
C  -1.823  0.227  1.427
H  -4.616  -0.535  1.700
H  -3.457  -1.908  1.810
H  -4.380  -1.713  0.300
H  -3.586  -0.105  -1.349
H  -1.956  1.317  -2.268
H  -0.260  2.441  -0.601
H  0.054  1.363  1.460
H  -1.705  -0.040  2.527

Löwdin atomic charge list, values in e, 6 entries: number 1, C, carries -0.083; number 2, C, carries -0.402; number 3, C, carries -0.011; number 4, N, carries 0.032; number 5, C, carries -0.195; number 6, N, carries 0.072

Density functional theory data (ωB97M-V/def2-TZVPD) for a 2-piece molecular cluster, C11H14N2O overall.

Computed properties:
Orbital gap   0.330 hartree
Strongest force on any atom   0.114 hartree/bohr
Energy relative to the best compared isomer or geometry (same formula, charge and spin)   77.7 kcal per mole
SMILES   Cc1ccc(O)cc1.Cc1c[nH]cn1

Cartesian coordinates (Å):
C  2.264  1.145  1.666
C  0.756  1.148  1.577
C  -0.021  0.031  1.258
C  -1.405  0.067  1.349
C  -1.896  1.346  1.535
O  -3.239  1.662  1.561
C  -1.140  2.482  1.837
C  0.170  2.408  1.848
H  2.578  2.111  1.691
H  2.875  0.534  0.933
H  2.460  0.687  2.588
H  0.634  -0.791  0.973
H  -2.051  -0.767  1.274
H  -3.464  2.567  1.689
H  -1.704  3.527  1.992
H  0.861  3.273  2.223
C  1.770  -2.534  -2.892
C  0.622  -1.983  -2.174
C  0.209  -0.714  -1.875
N  -1.122  -0.690  -1.482
C  -1.530  -2.090  -1.508
N  -0.527  -2.793  -1.916
H  2.037  -2.298  -3.911
H  1.757  -3.694  -3.090
H  2.730  -2.385  -2.418
H  0.624  0.179  -2.172
H  -1.705  0.021  -1.210
H  -2.543  -2.451  -1.345

Löwdin atomic charge list, values in e, 6 entries: number 1, C, carries -0.052; number 2, C, carries -0.263; number 3, C, carries -0.053; number 4, C, carries -0.024; number 5, C, carries -0.302; number 6, O, carries 0.024

Density functional theory data (ωB97M-V/def2-TZVPD) for one molecule with the formula C11H14N2O3.

Computed properties:
Orbital gap   0.359 hartree
Strongest force on any atom   0.057 hartree/bohr
Energy relative to the best compared isomer or geometry (same formula, charge and spin)   20.9 kcal per mole
SMILES   NCC(=O)N[C@@H](Cc1ccccc1)C(=O)O

Cartesian coordinates (Å):
N  5.166  -0.471  0.765
C  4.192  -0.709  -0.290
C  2.734  -0.285  0.101
O  2.543  0.369  1.116
N  1.771  -0.500  -0.810
C  0.448  0.085  -0.667
C  -0.389  -0.450  0.539
C  -1.883  -0.295  0.318
C  -2.533  -1.078  -0.621
C  -3.927  -1.021  -0.815
C  -4.707  -0.137  -0.020
C  -4.041  0.647  0.961
C  -2.654  0.548  1.131
C  0.589  1.650  -0.687
O  1.511  2.207  -1.237
O  -0.405  2.251  -0.034
H  4.901  -1.000  1.574
H  5.134  0.495  1.111
H  4.545  -0.169  -1.134
H  4.122  -1.765  -0.621
H  2.047  -0.971  -1.658
H  -0.081  -0.105  -1.582
H  -0.151  -1.519  0.614
H  0.037  0.059  1.454
H  -1.944  -1.776  -1.225
H  -4.318  -1.635  -1.563
H  -5.737  -0.104  -0.205
H  -4.589  1.335  1.593
H  -2.182  1.132  1.919
H  -0.199  3.211  -0.026

Löwdin atomic charge list, values in e, 6 entries: number 1, N, carries -0.001; number 2, C, carries -0.187; number 3, C, carries -0.463; number 4, O, carries 0.062; number 5, N, carries 0.096; number 6, C, carries -0.189

Density functional theory data (ωB97M-V/def2-TZVPD) for one molecule with the formula C11H14N2O4.

Computed properties:
Orbital gap   0.328 hartree
Strongest force on any atom   0.026 hartree/bohr
Energy relative to the best compared isomer or geometry (same formula, charge and spin)   84.8 kcal per mole
SMILES   COC[C@@H](C)NC(=O)c1ccccc1[N+](=O)[O-]

Cartesian coordinates (Å):
C  -0.292  -3.188  1.301
O  -1.629  -2.843  1.045
C  -1.914  -2.518  -0.302
C  -1.984  -0.999  -0.548
C  -3.121  -0.360  0.240
N  -0.728  -0.366  -0.187
C  0.022  0.296  -1.087
O  -0.137  0.258  -2.288
C  1.205  1.025  -0.493
C  2.388  0.340  -0.248
C  3.520  1.019  0.172
C  3.494  2.396  0.338
C  2.329  3.096  0.092
C  1.192  2.407  -0.313
N  -0.029  3.144  -0.518
O  0.059  4.334  -0.716
O  -1.071  2.526  -0.446
H  -0.233  -3.409  2.366
H  0.402  -2.375  1.061
H  0.003  -4.079  0.733
H  -1.172  -2.969  -0.971
H  -2.896  -2.947  -0.528
H  -2.115  -0.828  -1.621
H  -3.076  0.722  0.136
H  -4.079  -0.710  -0.133
H  -3.038  -0.629  1.291
H  -0.603  -0.175  0.795
H  2.420  -0.728  -0.403
H  4.430  0.471  0.362
H  4.381  2.921  0.656
H  2.274  4.167  0.213

Löwdin atomic charge list, values in e, 6 entries: number 1, C, carries -0.114; number 2, O, carries -0.184; number 3, C, carries -0.176; number 4, C, carries -0.323; number 5, C, carries -0.032; number 6, N, carries 0.109

Density functional theory data (ωB97M-V/def2-TZVPD) for one molecule with the formula C11H14N2OSi.

Computed properties:
Orbital gap   0.359 hartree
Strongest force on any atom   0.085 hartree/bohr
Energy relative to the best compared isomer or geometry (same formula, charge and spin)   6.9 kcal per mole
SMILES   CO[Si@](C)(c1ccccc1)n1ccnc1

Cartesian coordinates (Å):
C  -0.230  0.434  2.837
O  0.212  1.143  1.684
Si  0.600  0.672  0.153
C  0.995  2.235  -0.845
C  -0.910  0.022  -0.747
C  -2.104  0.682  -0.666
C  -3.235  0.201  -1.422
C  -3.184  -0.912  -2.174
C  -1.956  -1.626  -2.159
C  -0.856  -1.153  -1.452
N  1.877  -0.603  0.254
C  1.795  -1.789  0.957
C  2.546  -2.693  0.285
N  3.096  -2.126  -0.829
C  2.723  -0.899  -0.800
H  -1.153  0.712  3.239
H  0.599  0.601  3.573
H  -0.159  -0.609  2.467
H  0.355  3.091  -0.674
H  1.899  2.485  -0.424
H  1.128  2.057  -1.853
H  -2.279  1.471  0.009
H  -4.237  0.691  -1.267
H  -4.060  -1.435  -2.577
H  -1.876  -2.581  -2.669
H  0.011  -1.598  -1.755
H  1.229  -1.833  1.837
H  2.751  -3.717  0.350
H  2.694  -0.371  -1.668

Löwdin atomic charge list, values in e, 6 entries: number 1, C, carries -0.095; number 2, O, carries -0.244; number 3, Si, carries 0.563; number 4, C, carries -0.103; number 5, C, carries -0.247; number 6, C, carries -0.072

Density functional theory data (ωB97M-V/def2-TZVPD) for an isolated ion of composition C11H14N3 and charge +1.

Computed properties:
Orbital gap   0.231 hartree
Strongest force on any atom   0.105 hartree/bohr
Charge   +1
Energy relative to the best compared isomer or geometry (same formula, charge and spin)   79.8 kcal per mole
SMILES   C/[NH+]=C\[C@@]1(n2cccc2)C=CC=CN1

Cartesian coordinates (Å):
C  -0.471  -2.666  -1.132
N  -0.921  -2.445  0.148
C  -0.920  -1.307  0.822
C  -0.030  -0.112  0.525
N  -0.631  0.736  -0.411
C  -0.002  1.958  -0.705
C  -0.802  2.572  -1.629
C  -1.885  1.747  -1.939
C  -1.722  0.662  -1.113
C  0.063  0.654  1.858
C  1.197  1.097  2.393
C  2.439  0.448  2.002
C  2.401  -0.129  0.779
N  1.309  -0.300  -0.065
H  -0.593  -1.713  -1.683
H  0.535  -3.094  -1.352
H  -1.223  -3.501  -1.499
H  -1.130  -3.361  0.680
H  -1.430  -1.334  1.829
H  0.948  2.232  -0.326
H  -0.638  3.430  -2.237
H  -2.543  1.663  -2.759
H  -2.336  -0.157  -1.103
H  -0.932  0.966  2.078
H  1.167  1.690  3.219
H  3.285  0.865  2.475
H  3.297  -0.246  0.173
H  1.568  -0.356  -1.028

Löwdin atomic charge list, values in e, 6 entries: number 1, C, carries -0.074; number 2, N, carries 0.006; number 3, C, carries 0.122; number 4, C, carries -0.398; number 5, N, carries -0.079; number 6, C, carries -0.032